Density functional theory data (the ωB97M-V functional and the def2-TZVPD basis) for a structure of composition C43H34BrCoNO2P2Si.

Summary:
- electronic energy (eV) = -184846.4729
- total charge = +1
- HOMO-LUMO gap (alpha / beta) (eV) = 7.387 / 7.206
- ΔE to the lowest compared entry with this formula, charge and spin (kcal/mol) = 0.0
- multiplicity = 5

Last column: Mulliken charge in e.
Atoms and positions in Å:
H  3.011  -0.005  0.006  0.97
C  -4.426  1.583  0.267  -0.76
H  2.428  -5.030  -2.067  0.43
C  2.469  -2.774  0.464  0.61
C  2.186  -0.776  2.567  0.51
C  1.858  0.384  -3.132  -1.14
C  0.527  1.712  -1.584  1.13
C  -2.936  1.947  0.110  -0.82
C  0.253  4.406  -3.465  -0.21
C  -1.733  0.820  1.996  -1.00
C  3.731  -0.665  4.421  -0.81
C  2.192  0.628  2.445  0.23
C  -2.314  2.019  -1.214  -0.64
C  3.009  1.344  3.326  -1.12
N  -1.845  -0.399  -0.054  -0.13
C  3.844  -2.604  0.585  -0.53
H  1.056  3.641  2.809  0.44
H  -6.097  1.102  -1.146  0.50
H  5.775  -3.172  -0.149  0.42
H  -4.399  -0.041  1.953  0.56
P  1.246  -1.838  1.427  1.39
H  4.874  -4.723  -1.849  0.42
H  0.525  4.041  1.168  0.33
H  0.893  -3.781  -0.606  0.52
C  -4.071  0.230  0.953  -0.93
H  -0.973  5.559  -6.400  0.39
C  1.244  3.465  1.748  -1.63
H  0.228  1.638  -3.702  0.47
C  0.391  -3.053  2.457  0.41
C  -3.868  -0.918  -1.475  -0.47
H  2.045  0.061  -4.148  0.44
C  0.224  -5.210  3.509  -0.72
H  1.106  5.550  -5.059  0.41
C  2.639  -0.088  -2.092  -0.79
C  1.965  -3.646  -0.503  -0.59
C  0.820  1.272  -2.873  -0.07
C  2.937  -1.403  3.557  -0.49
H  -5.037  2.338  0.753  0.49
C  0.901  -4.331  2.677  -0.38
P  -0.801  3.002  -1.311  -0.38
C  -2.684  0.879  -2.090  0.08
C  2.371  0.344  -0.797  0.42
H  -4.089  -1.871  -1.944  0.50
H  4.308  -1.166  5.187  0.44
C  -2.402  -0.497  -1.344  -0.33
H  -2.944  3.292  -3.358  0.36
H  -5.495  -1.247  0.037  0.61
O  -2.063  0.833  3.141  -0.61
C  4.706  -3.306  -0.250  -0.74
Br  -1.079  -1.663  -2.313  -0.13
C  -1.467  -3.546  3.906  -0.77
C  4.200  -4.177  -1.203  -0.56
H  -2.640  2.774  0.755  0.93
C  -4.728  -0.528  -0.235  -0.48
H  -2.386  -3.237  4.385  0.48
Si  1.080  1.673  1.343  1.51
C  -4.194  0.456  -2.135  -0.64
H  1.820  -4.644  2.198  0.44
H  -1.483  -5.507  4.771  0.40
H  -4.663  0.528  -3.112  0.51
H  4.251  -1.929  1.327  0.38
H  0.621  -6.203  3.676  0.44
C  -0.877  3.745  -2.980  0.34
H  4.396  1.300  4.959  0.44
C  -2.571  0.509  0.787  2.22
O  -0.488  1.167  1.576  -0.19
C  -0.799  -2.666  3.070  -0.67
H  2.244  3.834  1.507  0.45
C  -0.947  5.052  -5.445  -0.50
C  3.776  0.712  4.295  -0.90
C  -0.957  -4.818  4.123  -0.58
C  -5.072  0.827  -0.912  -0.52
H  2.899  -2.482  3.656  0.52
H  1.166  4.419  -2.879  0.40
C  2.826  -4.349  -1.327  -0.80
C  0.222  5.046  -4.692  -0.75
H  -1.205  -1.674  2.908  0.43
H  -2.997  4.433  -5.536  0.41
C  -2.047  3.769  -3.733  -0.18
C  1.330  1.244  -0.498  -1.54
C  -2.080  4.420  -4.961  -0.75
H  -2.234  0.918  -3.080  1.54
H  3.043  2.424  3.271  0.41
H  3.450  -0.783  -2.270  0.48
Co  0.005  -0.593  -0.148  0.03

=====

Density functional theory data (the ωB97M-V functional and the def2-TZVPD basis) for a cluster of 3 separate species, C3H9NO4 in total.

Summary:
- electronic energy (eV) = -12935.9201
- total charge = 0
- HOMO-LUMO gap (eV) = 10.142
- ΔE to the lowest compared entry with this formula, charge and spin (kcal/mol) = 34.2
- multiplicity = 1

Last column: Mulliken charge in e.
Atoms and positions in Å:
H  0.992  0.124  1.088  0.14
N  -1.318  0.405  -1.229  -0.25
O  -0.300  -1.556  -0.812  -0.46
H  2.466  1.042  1.473  0.34
H  -2.148  0.974  -1.231  0.22
C  2.078  0.759  -0.618  0.21
O  -0.960  -0.989  1.492  -0.99
C  1.621  0.975  0.787  -0.77
O  1.458  1.103  -1.602  -0.58
C  -1.364  -0.769  -0.628  0.81
H  -2.336  -1.411  0.762  0.45
H  -0.426  0.777  -1.549  0.29
H  1.001  1.869  0.852  0.27
H  -1.102  -0.315  2.164  0.18
H  -0.162  -1.986  0.057  0.41
O  -2.543  -1.233  -0.258  -0.59
H  3.042  0.230  -0.747  0.35

=====

Density functional theory data (the ωB97M-V functional and the def2-TZVPD basis) for a cluster of 2 separate species, C4H10N2O2 in total.

Summary:
- electronic energy (eV) = -11385.5113
- total charge = 0
- HOMO-LUMO gap (eV) = 10.083
- ΔE to the lowest compared entry with this formula, charge and spin (kcal/mol) = 32.1
- SMILES string = CC(N)=O.CC(N)=O
- multiplicity = 1

Last column: Mulliken charge in e.
Atoms and positions in Å:
C  1.914  -1.765  0.373  -0.76
N  -0.883  1.920  -2.174  -0.46
H  0.751  0.105  3.015  0.17
N  0.832  -0.312  2.151  -0.30
H  -2.654  0.365  -1.657  0.30
C  -2.267  0.655  -0.669  -0.94
H  0.862  -1.581  -0.045  0.12
H  -2.146  -0.225  -0.014  0.27
H  2.617  -1.095  -0.166  0.22
O  0.057  1.344  -0.222  -0.60
C  1.753  -1.425  1.841  0.59
H  -0.030  2.286  -2.616  0.23
H  2.065  -2.722  0.064  0.38
H  -1.614  1.740  -2.881  0.19
H  -3.080  1.341  -0.263  0.27
C  -0.909  1.313  -0.904  0.70
O  2.302  -2.033  2.745  -0.59
H  0.430  0.087  1.422  0.20

=====

Density functional theory data (the ωB97M-V functional and the def2-TZVPD basis) for an isolated molecule of C4H5N3O.

Summary:
- electronic energy (eV) = -10742.9781
- total charge = 0
- HOMO-LUMO gap (eV) = 9.440
- ΔE to the lowest compared entry with this formula, charge and spin (kcal/mol) = 106.9
- SMILES string = Cc1ncnnc1O
- multiplicity = 1

Last column: Mulliken charge in e.
Atoms and positions in Å:
H  1.041  2.011  0.445  0.29
H  0.392  -2.876  1.272  0.30
N  -1.357  -1.765  0.798  -0.40
C  1.408  1.159  -0.235  -1.29
N  0.755  -0.942  0.946  -0.52
N  -1.822  -0.646  -0.074  -0.44
C  -0.105  -1.834  1.046  0.09
H  2.184  0.844  0.208  0.54
H  1.220  1.370  -1.416  0.29
H  -2.065  1.016  -1.766  0.36
C  0.437  0.159  0.336  0.69
C  -0.914  0.242  -0.264  0.61
O  -1.172  1.261  -1.296  -0.52

=====

Density functional theory data (the ωB97M-V functional and the def2-TZVPD basis) for an isolated molecule of C19H27N3O.

Summary:
- electronic energy (eV) = -26659.5125
- total charge = 0
- HOMO-LUMO gap (eV) = 9.727
- ΔE to the lowest compared entry with this formula, charge and spin (kcal/mol) = 22.0
- SMILES string = CC(C)C[C@@H](CC#N)N1CCN(Cc2ccccc2)CCC1=O
- multiplicity = 1

Last column: Mulliken charge in e.
Atoms and positions in Å:
H  -0.011  -3.662  -5.252  0.42
C  1.714  -3.145  -3.184  -1.56
C  0.431  -2.401  -3.551  1.13
C  0.834  0.942  -1.515  -0.78
H  -2.075  -2.012  -1.099  0.48
H  2.289  3.798  1.906  0.40
N  -1.313  0.153  1.106  0.78
H  -0.206  -2.925  1.960  0.43
C  0.934  2.129  4.507  -0.64
C  1.839  2.897  3.795  -0.48
C  -1.588  -1.031  -1.053  -0.94
H  -0.390  -2.815  -2.957  0.11
H  -2.470  1.172  2.571  0.43
C  -0.680  -2.237  1.260  -1.01
C  -0.341  1.645  -1.944  0.37
H  -2.574  0.777  -0.405  0.57
H  -3.148  -0.675  0.433  0.19
H  1.697  1.367  -2.034  0.69
C  0.778  -0.581  -1.778  -0.67
N  -0.166  -1.217  -0.879  0.70
C  0.454  2.703  1.847  -0.19
H  1.901  -3.107  -2.115  0.32
C  -1.661  1.363  1.843  -1.36
H  -0.911  1.052  4.452  0.43
C  -2.250  -0.161  0.047  -1.39
C  1.593  3.188  2.463  -0.76
C  0.107  -2.605  -5.030  -1.69
H  -1.538  -2.734  0.811  0.27
H  1.114  1.907  5.549  0.39
H  1.753  -0.982  -1.480  0.86
H  -0.814  -2.093  -5.299  0.40
H  1.380  -0.490  -3.824  0.53
C  0.340  -1.844  0.214  0.79
H  0.911  -2.213  -5.651  0.35
H  -0.363  -0.398  -3.611  0.45
H  -0.300  -0.682  2.692  0.51
H  2.728  3.273  4.277  0.38
H  2.566  -2.712  -3.704  0.31
H  -1.745  -0.551  -2.018  0.48
H  -2.010  -1.180  2.603  0.23
C  -0.452  1.917  2.548  0.27
N  -1.275  2.214  -2.282  -0.68
C  -0.204  1.643  3.887  -0.20
H  1.633  -4.190  -3.473  0.45
H  -2.017  2.103  1.122  0.62
H  0.251  2.950  0.814  0.47
O  1.531  -2.046  0.359  -0.69
C  0.541  -0.900  -3.256  -1.52
H  0.954  1.097  -0.439  0.20
C  -1.102  -0.968  2.006  -0.85

=====

Density functional theory data (the ωB97M-V functional and the def2-TZVPD basis) for a structure of composition C31H30HoN9O7S.

Summary:
- electronic energy (eV) = -97018.3780
- total charge = 0
- HOMO-LUMO gap (alpha / beta) (eV) = 8.444 / 8.446
- multiplicity = 5

Last column: Mulliken charge in e.
Atoms and positions in Å:
H  -1.902  -3.124  -4.700  0.31
H  2.232  -2.189  -3.478  0.42
C  -1.207  -3.217  1.818  0.41
C  -3.247  -1.907  1.057  0.56
C  0.357  -4.727  2.858  -0.52
O  -3.713  0.705  3.101  -0.72
C  -2.187  4.273  -0.089  -0.84
H  -0.187  -4.173  -2.619  0.53
Ho  -0.234  0.108  0.574  0.49
N  2.103  -1.320  -1.649  -0.05
N  -1.413  -2.495  -2.743  0.43
H  -3.786  5.238  0.972  0.44
C  1.373  -3.909  2.379  -1.34
H  3.317  5.413  1.459  0.29
O  -1.687  0.098  2.383  -0.64
C  1.029  -2.803  1.626  -0.06
H  5.531  6.267  1.008  0.21
H  1.851  3.414  1.622  0.55
C  -3.434  -0.110  -0.335  -0.16
O  1.121  1.108  2.074  -0.64
C  -4.611  -1.824  1.382  -1.05
C  -3.357  3.284  1.753  -0.86
S  2.428  0.622  1.612  1.39
H  -3.264  -2.537  -3.722  0.36
H  -4.100  3.298  2.536  0.57
C  -2.325  -3.087  -3.692  -1.18
H  5.196  0.877  0.996  0.51
H  -3.099  -0.370  -3.438  0.49
N  3.990  -0.089  -0.861  -0.36
C  2.910  3.315  1.440  -0.22
H  -6.409  -0.709  1.118  0.41
C  -2.020  -0.256  -3.491  -1.85
H  6.682  2.853  0.788  0.27
C  4.618  -0.369  -1.984  -0.25
H  -1.754  0.767  -3.238  0.25
H  -2.547  -4.106  -3.378  0.43
H  -2.935  0.536  -1.047  0.46
C  -2.558  2.156  1.605  0.53
N  -0.231  -2.439  1.335  0.61
C  -1.430  3.108  -0.169  0.32
O  0.390  1.816  -0.923  -0.38
H  6.864  5.228  0.758  0.21
C  -5.370  -0.812  0.848  -0.71
C  -1.326  -1.174  -2.514  0.63
H  -5.313  0.898  -0.467  0.54
H  1.809  -2.153  1.248  0.45
C  5.626  2.981  0.976  -0.91
C  3.455  2.050  1.315  -0.16
H  -1.145  -3.845  -1.150  0.35
C  -3.171  4.353  0.887  -0.44
C  -0.582  -3.390  -1.968  -0.87
C  5.102  4.270  1.124  1.18
C  -0.942  -4.377  2.572  -1.10
O  -0.135  3.649  -2.105  -0.77
H  0.246  -2.810  -1.552  -0.05
H  4.561  -1.315  -3.924  0.42
O  -0.695  -0.730  -1.553  0.24
H  -1.694  -0.470  -4.503  0.52
N  -2.546  -2.957  1.610  0.25
H  -5.041  -2.535  2.070  0.44
H  -1.766  -4.975  2.929  0.49
H  2.407  -4.114  2.601  0.53
N  5.940  5.357  1.134  -0.53
C  4.809  1.877  1.092  -0.44
H  -1.995  5.079  -0.784  0.57
N  1.994  -0.257  0.327  -0.09
H  -3.134  -3.525  2.208  0.22
N  -1.629  2.077  0.652  0.83
N  -2.668  -1.070  0.197  0.74
C  -2.680  0.881  2.469  0.19
O  3.110  -0.230  2.555  -0.79
C  -0.276  2.857  -1.186  0.19
C  4.042  -1.108  -3.005  -1.16
H  5.627  0.017  -2.061  0.43
H  0.572  -5.604  3.451  0.42
C  2.731  -0.536  -0.741  0.41
C  3.730  4.422  1.346  -1.01
C  -4.767  0.076  -0.036  -1.41
C  2.759  -1.575  -2.758  0.01

=====

Density functional theory data (the ωB97M-V functional and the def2-TZVPD basis) for an isolated molecule of C6H11N.

Summary:
- electronic energy (eV) = -7887.6828
- total charge = 0
- HOMO-LUMO gap (eV) = 9.454
- ΔE to the lowest compared entry with this formula, charge and spin (kcal/mol) = 65.7
- SMILES string = C=NC(=C)CCC
- multiplicity = 1

Last column: Mulliken charge in e.
Atoms and positions in Å:
N  -1.846  0.146  0.191  -0.40
H  1.160  0.445  1.337  0.39
H  2.145  1.110  -0.754  0.33
H  2.181  -1.163  -0.633  0.29
H  -2.706  -0.050  -1.607  0.32
H  0.296  1.891  0.658  0.30
H  -1.762  -0.537  2.838  0.39
C  -1.855  -0.221  -1.030  -0.27
H  1.336  -1.289  -2.168  0.36
H  -0.203  0.093  3.153  0.25
C  1.281  -0.812  -1.203  -1.12
C  -0.720  0.113  1.086  0.70
H  0.411  -1.494  -0.728  0.24
H  0.509  1.135  -1.692  0.33
C  0.543  0.859  0.598  -0.64
H  -1.010  -0.664  -1.530  0.10
C  1.137  0.664  -0.898  -0.38
C  -0.898  -0.226  2.383  -1.20

=====

Density functional theory data (the ωB97M-V functional and the def2-TZVPD basis) for an isolated molecule of C6H14N2.

Summary:
- electronic energy (eV) = -9428.8877
- total charge = 0
- HOMO-LUMO gap (eV) = 9.912
- ΔE to the lowest compared entry with this formula, charge and spin (kcal/mol) = 13.8
- SMILES string = [H]/N=C/NCCCCC
- multiplicity = 1

Last column: Mulliken charge in e.
Atoms and positions in Å:
H  0.069  0.731  2.490  0.38
C  -1.183  -2.439  -0.507  0.11
C  0.525  2.421  -1.352  -1.24
C  0.036  0.468  1.439  -0.69
H  0.153  0.279  -1.111  0.21
H  1.351  3.075  -1.027  0.32
N  -1.263  -1.365  0.337  -0.26
H  0.574  2.499  -2.430  0.37
C  -0.220  -1.050  1.296  -0.65
H  -1.968  -3.635  -1.750  0.25
C  1.206  0.989  0.629  -0.77
H  -0.899  0.931  1.118  0.31
H  -2.173  -1.112  0.693  0.25
H  1.834  0.750  -1.417  0.29
H  2.094  0.398  0.845  0.37
N  -2.196  -2.871  -1.126  -0.70
H  1.418  2.024  0.901  0.40
H  -0.174  -2.853  -0.568  0.31
H  -0.384  2.770  -0.872  0.30
H  0.713  -1.563  1.021  0.39
C  0.922  1.023  -0.892  -0.28
H  -0.435  -1.470  2.284  0.32

=====

The highest electronic energy belongs to which entry? C6H11N